[1]
34
Properties=species:S:1:pos:R:3:forces:R:3 method="wB97M-V/def2-TZVPD" multiplicity=1 charge=+3 lumo_ev=-12.282
C 2.723 -3.259 -0.721 3.39 -1.03 0.42
H -3.586 0.899 0.479 0.09 0.25 0.12
C -0.147 -4.346 -2.486 -0.71 -3.73 -2.28
N -1.650 1.727 0.745 0.10 -0.17 0.19
H -1.425 -0.394 0.643 -0.01 0.17 0.07
O -0.792 -4.155 2.095 0.75 1.59 -1.86
C -3.115 1.704 1.056 -0.30 -0.02 0.19
C 1.249 -1.059 -3.254 1.98 2.99 -5.36
H 3.195 -0.596 -0.817 -0.02 0.33 0.26
O 3.783 -3.640 -0.564 -3.09 0.96 -0.40
O -0.335 -5.296 -3.086 0.45 2.36 1.51
H -3.547 2.676 0.785 0.10 -0.35 0.09
H -1.804 1.265 -1.317 -0.02 0.27 0.17
O -3.090 -1.166 -1.766 4.62 -0.76 1.13
H -0.338 2.200 -0.857 -0.22 0.00 0.04
C 1.169 1.589 1.668 0.06 -0.18 -0.22
C 0.523 0.565 0.962 0.11 0.04 0.15
C -0.468 -3.459 1.261 -0.71 -1.51 1.71
H 3.031 2.637 2.010 -0.19 -0.24 -0.11
Bi 0.443 -1.924 -1.181 0.58 -0.49 2.52
C 1.251 -0.245 0.067 -0.30 0.63 0.01
O 1.576 -0.568 -4.241 -1.37 -2.18 4.09
C 2.608 0.010 -0.118 0.55 0.18 0.03
C -1.978 -1.315 -1.499 -5.77 1.08 -1.48
C 3.248 1.041 0.586 -0.04 -0.41 -0.29
H -1.939 3.005 -0.897 0.17 -0.31 -0.08
H -1.194 0.325 2.248 0.04 -0.11 -0.24
C -0.951 0.429 1.183 -0.36 0.94 0.33
H 0.621 2.229 2.370 0.16 -0.34 -0.14
H 4.311 1.208 0.427 -0.20 0.03 0.06
H -1.243 2.494 1.306 -0.10 -0.38 -0.21
C -1.410 2.068 -0.686 0.06 0.30 -0.13
C 2.525 1.832 1.473 0.22 0.00 -0.04
H -3.242 1.519 2.128 -0.03 0.06 -0.25

***

[2]
191
Properties=species:S:1:pos:R:3:forces:R:3 method="wB97M-V/def2-TZVPD" multiplicity=1 lumo_ev=0.139
C 0.696 -6.291 -2.629 1.16 0.98 0.75
H -3.290 3.895 1.087 -0.61 0.09 -0.84
H -4.760 2.164 -2.875 -0.68 -0.34 0.08
H 2.776 0.297 -4.493 -0.39 -0.25 -0.93
N 0.169 4.349 0.802 -1.69 2.71 2.84
C 4.728 2.684 4.341 -0.84 0.20 0.48
H 0.169 2.644 -4.006 -0.40 -1.29 -0.57
C -2.578 -1.245 3.013 -0.82 1.93 -0.30
H -1.755 -0.507 -4.520 0.61 -0.25 -0.97
C -1.291 -5.323 1.005 -0.32 -1.20 -0.69
H 0.077 -3.100 -2.462 -0.78 2.17 1.20
H -1.491 -2.715 3.337 1.59 -0.49 -0.26
H 0.428 -6.340 0.319 -0.56 -0.74 -0.28
C 1.200 4.772 -1.157 2.17 1.38 -2.13
C -0.032 0.760 5.087 -1.00 -0.57 0.54
H 2.128 2.700 -2.918 -0.10 0.10 0.51
H 1.195 2.486 -6.723 -0.27 -0.07 -0.68
C 1.831 -3.917 -2.492 1.39 -0.88 -0.39
C 1.797 -0.198 -1.081 -0.95 -1.12 1.22
H 3.534 1.015 3.529 0.19 -0.20 -0.49
H -2.575 -5.504 -0.732 0.14 -0.37 -0.21
H 0.771 5.131 1.016 -0.24 -0.33 -0.34
N 1.742 2.025 -6.011 -2.96 -2.22 -3.22
H -2.642 -2.663 -4.031 -0.02 0.44 0.12
O -3.522 1.353 3.739 1.08 0.08 0.39
N 0.593 0.627 -1.432 1.62 -1.06 -1.38
H -0.318 0.874 6.132 0.07 0.17 0.14
O 2.437 3.640 -4.658 2.98 4.32 3.44
H 3.403 2.845 -6.152 1.75 0.44 -0.03
C 3.654 2.957 -5.097 1.45 0.81 -0.38
H 3.184 -1.984 -1.271 -0.28 -2.20 0.73
H -0.257 3.373 -2.706 0.68 5.31 -3.33
O 2.416 2.698 3.929 1.28 0.29 0.11
C -3.980 1.420 -1.025 -0.17 -0.70 -1.19
C 1.058 2.189 0.225 -0.36 -4.03 2.17
C -0.012 -0.767 4.800 0.13 2.09 1.48
H -0.158 0.557 -3.138 0.02 -0.74 0.38
O -2.435 -1.386 -1.983 -0.21 -0.32 1.19
H 3.256 1.443 -0.844 0.10 -0.06 -1.03
H 4.593 3.476 -4.904 -0.30 0.36 0.38
H 0.896 2.467 2.338 7.45 3.76 -2.63
N -2.411 0.771 4.429 -0.30 1.44 1.20
H 1.033 -6.623 -3.611 0.15 0.51 -0.17
C -1.428 -1.312 5.173 2.76 -0.88 -0.77
C 0.579 -4.717 -2.436 0.64 -3.46 -2.39
H -2.126 4.701 2.861 0.31 0.55 0.15
C -3.801 -1.159 5.186 -1.58 1.22 1.54
H -1.189 3.343 -0.849 -0.15 -0.15 -0.04
C -0.802 -2.851 1.314 0.06 -0.91 0.36
H 0.021 -1.680 2.989 -0.92 -1.70 -1.19
H 2.018 -1.276 -3.153 0.90 -0.64 1.78
H 2.231 4.930 -0.842 0.32 0.23 0.43
H -0.364 2.759 -2.241 -0.65 -6.44 5.09
H -3.934 -2.233 5.322 0.63 -0.08 -0.31
C 2.796 0.631 -0.281 1.25 0.19 -1.28
H 4.544 2.466 5.393 -0.45 -0.37 0.04
H -3.043 -2.227 2.921 -0.08 0.59 0.33
H 0.063 4.050 -4.092 -0.51 1.20 -0.22
C -0.019 -5.358 0.162 0.70 -1.93 2.47
O 2.496 -4.060 -1.263 0.53 1.78 -2.01
C 1.226 2.240 3.352 9.15 2.54 5.95
N -1.784 -3.975 1.154 2.51 0.13 -1.57
H 3.785 2.527 2.449 0.48 -0.60 0.11
H -3.022 -0.621 2.237 -1.04 0.55 0.59
H -4.478 2.559 1.265 -0.19 0.24 0.78
C 1.749 0.472 -4.173 -2.51 1.66 -3.53
H 2.872 0.238 -2.843 0.71 -1.36 1.16
N -0.068 4.276 -3.116 0.35 2.95 -1.73
O -0.251 -0.021 -2.377 2.62 -1.59 3.73
H 0.421 -1.024 3.833 -0.25 1.56 1.35
H -4.793 -0.789 4.927 0.15 0.14 -1.06
H -5.149 -0.386 -2.388 -0.14 -0.16 -0.15
H 3.283 4.008 -2.833 0.29 0.09 0.04
H 0.859 3.940 -0.541 3.36 3.36 -6.87
C -3.565 2.889 0.769 -2.88 -1.87 -0.67
H 5.167 4.491 3.288 -1.05 0.34 -0.62
H -3.461 -3.351 1.292 -0.74 -0.02 0.14
N -1.731 -2.702 -3.597 -6.55 1.45 -6.76
H 1.447 5.666 -3.074 0.11 0.23 0.08
C 3.595 2.099 3.432 0.70 2.37 2.22
H 0.207 -4.189 -4.321 0.27 -0.65 -0.66
H -1.333 1.971 2.119 1.21 -2.58 2.90
C -1.124 -6.182 2.271 -0.46 0.61 0.74
H -1.914 -7.104 0.027 0.28 0.11 -0.95
H 0.742 -1.243 5.427 -0.10 0.01 0.62
H 0.021 -3.466 3.241 0.89 -0.12 -0.18
H -1.771 1.298 0.999 0.60 -1.45 -1.54
H -1.532 2.962 5.862 -0.22 -0.44 -0.05
C 0.859 1.175 -5.256 -0.10 -1.06 0.37
H 1.446 -6.605 -1.902 -0.06 -0.46 0.02
H -1.714 -0.031 -0.105 0.43 1.45 -0.60
C 2.226 1.373 0.860 -1.50 -0.56 -1.11
C 4.779 4.211 4.268 0.56 -0.51 0.13
C -0.372 1.903 -4.594 3.88 0.88 -1.02
C -0.865 4.015 1.540 0.77 2.17 0.63
H -0.833 2.454 -5.414 -0.94 -0.08 0.10
C -1.078 0.650 0.461 -0.98 3.86 -2.23
H 0.970 -1.226 0.861 -0.31 1.77 -1.43
H 0.341 3.647 0.096 -3.01 0.73 3.78
H 2.575 -4.249 -3.216 -0.27 -0.15 -0.85
H 0.572 2.725 1.041 1.28 -2.10 -0.89
H 2.106 2.806 -5.483 -3.27 -1.93 -0.97
N -0.315 -4.234 -3.458 5.35 -6.99 -0.79
H -0.275 0.529 2.455 0.18 0.29 1.63
C -1.247 2.983 4.810 -0.49 -0.86 0.15
H 0.615 5.645 -0.869 0.04 -0.08 -0.43
H -0.191 -1.925 -1.101 -2.57 0.71 -2.59
H 3.827 -3.159 -0.093 0.01 0.06 0.28
H -0.895 -0.698 0.864 -0.43 -5.13 0.13
H 5.978 1.125 4.062 0.14 -0.08 -0.17
H -0.229 -6.837 -2.444 -0.19 0.34 0.31
C -1.384 -1.637 0.605 -0.74 -4.27 1.69
H 2.270 -2.003 0.054 -0.67 0.83 -0.06
O -2.944 -3.858 1.923 0.09 -0.46 -0.18
H 0.923 1.244 4.883 -0.52 -0.83 1.99
H 3.491 -1.195 -2.192 -0.20 1.00 -0.42
H 1.552 2.890 -0.447 0.29 -1.62 0.08
H -2.999 0.314 -3.722 2.00 -1.18 -2.94
H 0.597 -2.666 -0.388 -2.93 -12.27 7.42
C -4.313 -0.007 -2.976 -2.51 0.01 -0.92
H 1.975 -4.495 0.166 -0.72 -0.95 1.40
C -2.583 -0.676 4.443 0.75 -0.54 -1.30
H 1.332 -0.464 -3.800 -0.87 1.83 -1.76
H 3.820 4.568 4.644 0.08 0.52 -0.80
H -1.503 -1.761 -0.471 -0.28 0.14 1.54
H -3.136 -6.278 0.778 -0.63 0.34 -0.24
C -0.555 1.541 2.750 -6.92 -4.92 3.56
H -4.509 -0.027 -4.048 -1.22 -0.12 -0.10
C 1.043 -4.477 0.729 -0.13 -0.62 0.33
C -4.032 1.414 -2.565 -0.04 1.96 1.03
H -1.213 -7.248 2.062 0.67 -0.02 -0.24
H 0.740 -2.105 -0.757 5.61 10.46 -4.11
H -2.603 0.868 -5.337 0.58 0.42 0.06
N -2.739 1.840 -3.192 -11.00 4.68 5.63
H -0.232 -5.918 2.839 0.13 -0.31 -0.06
C 2.318 3.720 -3.250 0.62 -0.01 1.79
C -1.601 -2.138 -2.482 -0.79 1.94 2.44
C -0.924 2.423 -1.368 -0.07 -0.74 2.13
H 1.899 1.108 -3.301 -1.29 0.41 -0.83
H -1.443 -1.350 6.262 -0.54 0.35 -0.03
H 5.577 4.667 4.855 -0.04 -0.53 0.74
H -1.332 -2.329 4.792 -0.66 -0.04 1.21
H -3.460 -0.682 -2.905 -1.25 0.10 1.03
H -3.748 -0.705 6.175 0.31 -0.25 0.45
H 1.907 0.612 1.573 -0.21 0.49 0.49
C 2.542 -0.698 -2.392 1.86 0.87 2.42
H 0.464 2.676 3.998 2.01 0.61 -0.42
H 3.678 1.909 -4.799 0.15 0.37 0.62
H 6.280 2.451 3.114 0.25 -0.24 -0.21
C 1.240 4.683 -2.651 0.00 -0.63 -1.80
H 3.652 0.006 -0.025 0.04 -0.34 0.27
H -0.160 -5.273 -0.916 -1.64 -2.19 3.66
H 4.322 -3.213 -1.720 0.21 -0.24 -0.55
H -3.118 0.857 -0.667 -0.26 -0.24 -0.15
H 1.558 -2.888 -2.725 0.64 -0.17 0.13
H -1.056 -3.399 -3.877 -1.46 2.55 -0.33
C 0.543 -3.114 0.604 -2.28 -5.61 5.31
H 0.399 0.518 -5.993 0.30 -0.86 0.19
N -0.461 -2.427 -1.935 0.97 -0.50 0.85
H -1.058 -4.911 -3.565 -0.08 -0.34 -0.11
H -2.729 2.254 1.063 -2.82 0.10 -0.89
N 5.992 2.134 4.028 1.31 -0.30 -0.27
O -1.192 1.228 -3.708 8.52 0.26 -10.72
H 1.314 -2.553 1.134 -1.28 -1.93 0.86
C -0.526 -2.612 2.842 0.57 -3.68 -2.12
H -1.954 3.623 4.281 0.05 -0.60 0.29
H 0.361 2.132 2.772 -12.16 -3.11 -3.12
H 1.078 1.171 3.504 2.10 0.36 -1.00
H -2.395 -1.577 1.010 0.03 0.40 -1.12
C -2.273 -6.082 0.142 -1.22 -0.64 1.23
H -1.592 -1.354 2.561 -1.66 1.58 1.01
H -4.895 0.916 -0.714 -0.28 -0.05 0.59
C 3.441 -3.031 -1.105 2.49 -1.31 0.95
H -2.363 2.667 -2.750 -1.46 0.72 -0.75
C -0.171 1.386 -0.485 2.43 2.31 -0.28
H -1.967 -6.039 2.946 -0.15 0.44 0.05
H -2.207 1.032 -2.903 -2.32 1.91 3.57
N -1.190 4.832 2.507 -0.66 2.56 1.92
O -1.443 2.995 1.400 0.43 3.84 -3.18
C -1.092 1.521 4.200 -0.70 -1.50 1.11
C 1.351 -1.449 -0.136 5.62 9.31 -3.83
H 1.225 -4.733 1.773 -0.02 -0.20 0.19
C -2.172 0.494 -4.409 0.60 -4.63 -3.01
O -3.906 2.722 -0.615 0.71 2.55 0.62
H -0.721 5.727 2.515 -0.66 0.06 0.36
H -0.280 3.486 4.812 -0.48 0.48 0.23
H -0.539 0.219 1.304 0.18 1.58 -1.77
H 2.965 2.057 1.277 -0.66 -0.48 -0.39
H 0.116 -4.548 -1.463 1.11 2.29 -2.66
H -3.380 1.035 2.845 -0.37 0.10 -0.64
H -1.853 2.066 -1.814 1.50 -0.34 2.47

***

[3]
21
Properties=species:S:1:pos:R:3:forces:R:3 method="wB97M-V/def2-TZVPD" multiplicity=2 charge=+1 lumo_ev="-3.097 / -8.759" e_above_lowest_kcal_mol=71.02 s2=0.7563
C -0.465 0.638 0.393 1.85 0.50 0.20
H 0.339 -0.397 3.558 0.35 0.03 -0.70
H 0.658 -2.356 1.103 0.85 -0.13 -0.14
C -1.849 1.424 -1.487 1.64 -0.40 1.56
H -1.084 1.404 0.890 0.31 -0.13 0.59
H -2.363 1.032 -2.360 0.27 0.42 -0.12
H -0.906 2.100 -1.630 -1.91 -1.42 -0.31
N 0.284 -1.633 0.495 0.37 -1.17 2.07
H 0.482 1.192 0.081 -1.03 -1.01 0.06
H 0.757 1.097 2.650 0.75 -2.38 -0.46
H 1.637 0.303 -1.922 2.66 -0.23 -1.09
H -2.542 1.984 -0.796 0.53 -0.68 -0.78
O 2.514 0.013 -2.393 -3.93 -0.84 0.95
H -1.107 -0.909 1.784 -1.24 0.04 0.47
H -1.971 -0.174 0.013 -2.15 -1.12 -0.79
N -1.321 0.167 -0.661 0.00 3.22 0.35
C 0.777 -0.074 2.587 -1.80 0.10 -0.47
H 2.115 -0.831 -2.751 1.25 1.03 0.13
C -0.170 -0.562 1.412 0.43 1.46 -2.17
H -0.319 -2.198 -0.154 0.17 1.76 0.27
H 1.686 -0.646 2.408 0.63 0.95 0.39

***

Number 1: E -1185.62943 Eh. Number 2: E -3345.59898 Eh. Number 3: E -345.13089 Eh.